1.
87
Properties=species:S:1:pos:R:3 method="wB97M-V/def2-TZVPD" e_tot_ha=-5275.83690 de_lowest_kcal_mol=16.9 charge=+1 lumo_ev=-2.22 gap_ha=0.31403
Sr 0.2414 1.1170 -0.5360
O -1.1208 -2.3097 0.8442
C -1.4353 -3.2474 -0.1163
C -2.4740 -4.1657 -0.0058
C -2.6726 -5.1046 -1.0051
C -1.8616 -5.1226 -2.1295
C -0.9084 -4.1351 -2.2946
C -0.6972 -3.1793 -1.3061
P 0.2530 -1.6514 -1.6529
C 1.7706 -2.1443 -2.5261
C 2.3853 -1.2224 -3.3780
C 3.6198 -1.5051 -3.9385
C 4.2567 -2.7058 -3.6535
C 3.6579 -3.6174 -2.7980
C 2.4242 -3.3367 -2.2279
C -0.8782 -1.0170 -2.9599
C -1.9975 -0.3203 -2.4965
C -2.9460 0.1734 -3.3801
C -2.7829 -0.0234 -4.7442
C -1.6821 -0.7280 -5.2129
C -0.7355 -1.2278 -4.3284
C -1.4800 -2.4238 2.1773
C -1.6798 -3.6289 2.8391
C -2.0520 -3.6236 4.1739
C -2.2096 -2.4312 4.8624
C -1.9112 -1.2375 4.2295
C -1.5239 -1.2232 2.8945
P -0.7390 0.2516 2.1393
C 0.8884 0.0356 2.9505
C 1.1813 0.4494 4.2473
C 2.4261 0.1816 4.7945
C 3.3776 -0.5221 4.0678
C 3.0820 -0.9659 2.7883
C 1.8463 -0.6770 2.2312
C -1.5435 1.6754 2.9313
C -2.9393 1.7051 2.9494
C -3.6087 2.8423 3.3696
C -2.8916 3.9654 3.7604
C -1.5054 3.9485 3.7243
C -0.8287 2.8119 3.3060
H -3.1386 -4.1366 0.8436
H -3.4724 -5.8245 -0.8947
H -2.0064 -5.8758 -2.8925
H -0.3428 -4.0820 -3.2174
H 1.8933 -0.2854 -3.6074
H 4.0862 -0.7898 -4.6040
H 5.2189 -2.9260 -4.0961
H 4.1502 -4.5553 -2.5767
H 1.9683 -4.0507 -1.5517
H -2.1501 -0.1911 -1.4243
H -3.8129 0.7001 -3.0014
H -3.5154 0.3706 -5.4363
H -1.5632 -0.9010 -6.2747
H 0.1122 -1.7826 -4.7079
H -1.5281 -4.5685 2.3300
H -2.2190 -4.5679 4.6749
H -2.5188 -2.4366 5.8990
H -1.9567 -0.3053 4.7787
H 0.4447 0.9845 4.8329
H 2.6584 0.5196 5.7960
H 4.3496 -0.7254 4.4972
H 3.8114 -1.5308 2.2221
H 1.6107 -1.0396 1.2322
H -3.5022 0.8281 2.6474
H -4.6908 2.8543 3.3830
H -3.4195 4.8497 4.0918
H -0.9480 4.8288 4.0180
H 0.2537 2.8132 3.2624
Cl -1.2914 3.7813 -1.0382
C 0.1849 4.2792 -0.2523
C 1.0151 3.2778 0.2193
C 2.1498 3.7137 0.8858
Cl 3.2605 2.5005 1.4494
C 2.4447 5.0568 1.1063
Cl 3.8445 5.5295 1.9883
C 1.5841 6.0286 0.5903
Cl 1.9263 7.6953 0.8172
C 0.4452 5.6380 -0.1117
Cl -0.6063 6.8224 -0.7902
S 0.7470 3.3312 -5.0338
C 2.2120 3.3577 -4.1450
C 2.0914 2.5915 -3.0340
N 0.8672 1.9815 -2.8818
C 0.0697 2.2842 -3.8666
H 3.0620 3.9340 -4.4709
H 2.8592 2.4415 -2.2875
H -0.9445 1.9211 -3.9592

***

2.
12
Properties=species:S:1:pos:R:3 method="wB97M-V/def2-TZVPD" e_tot_ha=-281.81104 de_lowest_kcal_mol=67.0 charge=+1 lumo_ev=-4.96 gap_ha=0.27020
C -0.5729 -0.6672 1.9008
C 1.0722 0.5527 -1.3958
C 0.3327 -0.6010 0.7643
N -1.3028 -0.8050 2.7866
N 0.1073 0.2021 -0.4444
N 0.5740 1.1363 -2.4444
H 1.3195 -0.3071 1.1646
H 0.4136 -1.6763 0.4906
H -1.8535 -0.9738 3.6046
H -0.8791 0.3542 -0.6739
H 1.2077 1.4545 -3.1617
H -0.4187 1.3308 -2.5913

***

3.
37
Properties=species:S:1:pos:R:3 method="wB97M-V/def2-TZVPD" e_tot_ha=-1689.50656 lumo_ev=0.58 gap_ha=0.36854
Cl -0.3796 -3.3290 -0.7855
Cl 0.3619 4.1074 -2.0094
O -1.5410 2.0003 1.5005
O -1.9209 0.4968 -0.8875
O 1.8828 -3.0182 2.3519
O 0.5904 -0.0992 -1.9077
O 0.5045 1.3922 -0.0949
C 1.1357 -3.4928 0.1378
C 1.0081 2.3032 -2.2965
C -2.7939 1.2459 1.3351
C -3.0611 1.0878 -0.1968
C 1.7994 1.0084 0.4908
C -1.2418 1.3600 -1.8224
C 1.8988 -0.5221 0.6502
C 0.6562 -1.1871 1.3435
C 0.8823 -2.7087 1.4272
C 0.2346 1.2423 -1.5435
H -0.8164 1.4965 1.1269
H 1.5832 -3.5528 3.0989
H 0.1481 -0.6870 -1.2855
H 1.2300 -4.5711 0.3301
H 1.8893 -3.0346 -0.4628
H 2.1110 2.2351 -2.2244
H 0.7539 2.0313 -3.4100
H -3.6731 1.7824 1.5699
H -2.7501 0.3115 1.9298
H -3.8383 0.3228 -0.1606
H -3.3198 2.0771 -0.6834
H 2.5509 1.2310 -0.2655
H 2.0545 1.6126 1.3297
H -1.5300 0.9055 -2.8650
H -1.5018 2.3724 -1.8190
H 2.0713 -0.8633 -0.3719
H 2.6817 -0.8614 1.2660
H -0.2415 -1.0089 0.8080
H 0.5533 -0.6418 2.3314
H 0.0277 -3.0446 2.0647

***

4.
96
Properties=species:S:1:pos:R:3 method="wB97M-V/def2-TZVPD" e_tot_ha=-2550.77189 de_lowest_kcal_mol=0.0 lumo_ev=0.44 gap_ha=0.31000
In 0.0719 0.7849 0.5283
C -2.0205 -4.1184 -2.9086
N -0.6137 -3.8144 -3.0473
C 0.1115 -4.6781 -3.9537
C -0.1622 -2.5140 -2.7546
N -0.2367 -1.9898 -1.5889
C -0.6223 -2.8502 -0.4920
C -0.0781 -2.4532 0.8772
N -0.6389 -1.2238 1.5077
C -0.0577 -1.0669 2.8665
C 1.4206 -0.7083 2.8593
N 1.6468 0.6149 2.2967
C 2.5800 1.3490 2.8007
N 3.2141 1.0856 4.0346
C 4.3626 0.1993 4.0132
C 2.4049 1.0910 5.2354
N 3.0591 2.4357 2.1509
C 2.6731 2.7174 0.7802
C 3.9144 3.4273 2.7747
C -2.1203 -1.3146 1.6268
C -2.8166 -0.0042 1.3033
N -2.3157 0.4556 0.0089
C -3.0540 1.2839 -0.6733
N -2.9672 1.3302 -2.0339
C -2.3704 0.2255 -2.7644
C -3.0249 2.5936 -2.7564
N -4.0371 2.0624 -0.0970
C -3.7182 2.8791 1.0624
C -5.2656 2.4010 -0.7833
N 0.4071 -1.8418 -3.8148
C 1.3307 -0.7400 -3.6219
C -0.1379 -1.9647 -5.1493
H -2.5171 -4.1493 -3.8887
H -2.5154 -3.3585 -2.3083
H -2.1698 -5.0892 -2.4270
H 0.1391 -5.6924 -3.5466
H 1.1345 -4.3252 -4.0643
H -0.3476 -4.7320 -4.9491
H -0.2965 -3.8870 -0.6513
H -1.7127 -2.8991 -0.4423
H 0.9978 -2.3242 0.8113
H -0.2828 -3.2955 1.5523
H -0.2037 -2.0002 3.4246
H -0.6110 -0.2640 3.3536
H 2.0034 -1.4289 2.2795
H 1.7662 -0.7932 3.8876
H 4.7148 0.0730 2.9887
H 4.1031 -0.7935 4.4034
H 5.1780 0.5984 4.6240
H 1.4438 1.5635 5.0353
H 2.9011 1.6533 6.0323
H 2.2157 0.0802 5.6210
H 2.7624 1.8301 0.1549
H 3.3590 3.4590 0.3753
H 1.6663 3.1339 0.7187
H 3.4301 4.4073 2.7554
H 4.8587 3.4990 2.2307
H 4.1171 3.1507 3.8033
H -2.3809 -1.6378 2.6390
H -2.4748 -2.0798 0.9462
H -2.5982 0.7107 2.0927
H -3.8987 -0.1718 1.2765
H -2.5455 -0.7013 -2.2246
H -1.2932 0.3404 -2.8817
H -2.8406 0.1754 -3.7501
H -3.8411 2.5924 -3.4840
H -2.0843 2.7586 -3.2836
H -3.1613 3.4204 -2.0667
H -2.7055 2.6678 1.3997
H -4.4201 2.6909 1.8804
H -3.7792 3.9390 0.7932
H -5.4483 1.6967 -1.5912
H -5.2577 3.4152 -1.1966
H -6.0939 2.3398 -0.0735
H 1.4811 -0.5626 -2.5631
H 0.9300 0.1792 -4.0565
H 2.2899 -0.9563 -4.1017
H -0.9765 -2.6553 -5.1623
H 0.6120 -2.3131 -5.8665
H -0.4996 -0.9893 -5.4918
C 3.4189 -2.2519 -1.0493
S 3.2938 -0.6429 -0.3140
O 3.8637 0.3115 -1.2363
O 3.9365 -0.7413 0.9828
O 1.8187 -0.4479 -0.1717
H 3.0932 -2.9905 -0.3190
H 4.4629 -2.4129 -1.3105
H 2.7896 -2.2849 -1.9324
O 0.3040 1.6248 -1.4603
N -0.1527 2.8194 -1.4884
O -0.5399 3.2496 -0.4131
C -0.4579 2.9942 2.6851
O -0.8368 1.7692 2.1455
H -1.2851 3.4197 3.2714
H -0.1920 3.7531 1.9397
H 0.3956 2.9016 3.3749

***

no.,HOMO energy (eV)
1,-10.762
2,-12.312
3,-9.450
4,-7.991